No. 1
ORCA calculation (ωB97M-V with the def2-TZVPD basis set) on C27H32F5GaN2O5Si2Te as an isolated structure in a non-equilibrium geometry.

Element x y z (Å)
Ga -1.32372 2.61720 0.26602
O -2.20862 6.49014 -0.65059
C -1.74654 5.37151 -0.53472
O -1.91118 4.53219 0.42396
C -0.83508 4.85713 -1.63902
C -0.62232 5.50910 -2.83934
C 0.26139 4.94221 -3.73911
C 0.94380 3.77799 -3.40348
C 0.67675 3.18173 -2.18621
N -0.21614 3.71729 -1.34283
C 1.45282 1.94995 -1.75487
O 2.54937 1.76527 -2.28309
O 0.89957 1.18896 -0.88483
H -1.14015 6.43789 -3.03625
H 0.43428 5.41052 -4.70046
H 1.67397 3.33327 -4.06473
F -5.19847 -0.12353 5.18871
C -4.70090 0.49868 4.11147
C -3.37770 0.88782 4.07266
F -2.57429 0.63228 5.11147
C -2.88167 1.52666 2.95531
F -1.58091 1.89748 2.95929
C -3.65361 1.79466 1.81750
O -3.18349 2.33972 0.71890
C -4.99023 1.39130 1.90137
F -5.79308 1.58227 0.84680
C -5.50410 0.76375 3.01805
F -6.78686 0.38512 3.03817
C 5.24334 0.21742 2.68372
Si 4.60347 0.45608 0.95178
C 4.22487 2.23092 0.57623
C 5.80798 -0.28470 -0.26543
C 2.96809 -0.51835 0.84953
Te 2.37465 -0.95077 -1.14225
C 1.67357 -2.94707 -0.77366
Si 0.87806 -3.70848 -2.32307
C -0.90203 -3.17551 -2.31743
C 1.07160 -5.55653 -2.22711
C 1.72959 -3.08310 -3.86543
H 6.22302 0.68806 2.80851
H 5.35327 -0.84770 2.90839
H 4.56737 0.65176 3.42577
H 5.06116 2.88450 0.84150
H 3.34652 2.56168 1.13847
H 4.01236 2.36175 -0.48902
H 6.83568 0.00420 -0.03089
H 5.59465 0.04106 -1.28726
H 5.75781 -1.37824 -0.24194
H 2.16322 0.06397 1.30291
H 3.04091 -1.48596 1.34967
H 0.95218 -2.91562 0.04445
H 2.55397 -3.50942 -0.44422
H -1.46448 -3.68561 -1.52928
H -1.39184 -3.38754 -3.27205
H -0.97409 -2.09913 -2.13403
H 0.58827 -5.96078 -1.33240
H 2.12882 -5.83474 -2.19417
H 0.62379 -6.04297 -3.09893
H 1.44283 -2.05434 -4.10339
H 1.46407 -3.70485 -4.72410
H 2.81916 -3.10613 -3.76378
C -3.66784 -3.24400 2.40553
C -3.00278 -2.14360 1.62854
C -3.65872 -1.49056 0.59028
C -3.03202 -0.44720 -0.06470
N -1.79608 -0.03260 0.23461
C -1.14976 -0.69059 1.19378
C -1.70655 -1.73305 1.91438
H -4.74913 -3.11172 2.42080
H -3.30654 -3.27324 3.43313
H -3.45786 -4.21464 1.94952
H -4.66705 -1.77398 0.31128
H -3.54914 0.10817 -0.83738
H -0.14865 -0.33492 1.41504
H -1.14259 -2.20050 2.71395

Summary:
LUMO energy (alpha / beta), eV: -2.20 / -0.69
Orbital gap (alpha / beta), eV: 4.864 / 7.441
Largest force on an atom, eV Å⁻¹: 1.1
HOMO energy (alpha / beta), eV: -7.067 / -8.136

---

No. 2
ORCA calculation (ωB97M-V with the def2-TZVPD basis set) on C4H8O2 as an isolated structure in a non-equilibrium geometry.

Element x y z (Å)
C 2.24121 0.06413 -0.18117
O 1.10209 -0.27081 -1.00626
C -0.25687 -0.03741 -0.56354
C -1.85653 -0.94946 0.30343
C -0.45696 1.16714 0.28842
O -1.52356 1.28525 0.84696
H 3.11246 -0.43091 -0.63709
H 2.48271 1.14314 -0.14322
H 2.11381 -0.32313 0.83354
H -0.80731 -0.09894 -1.48584
H -2.06763 -1.69777 -0.43765
H -1.61623 -1.34489 1.28906
H -2.82535 -0.40475 0.44709
H 0.35816 1.89843 0.44624

Summary:
LUMO energy, eV: 0.32
Orbital gap, eV: 9.400
Largest force on an atom, eV Å⁻¹: 2.1
HOMO energy, eV: -9.085

---

No. 3
ORCA calculation (ωB97M-V with the def2-TZVPD basis set) on a 2-piece molecular cluster, C4H13NO2 overall in a non-equilibrium geometry.

Element x y z (Å)
C -0.13458 1.16879 2.25900
N -0.48736 1.68208 0.86165
C 0.09944 0.60549 -0.02285
C 0.00060 0.82227 -1.53699
C -1.45543 1.25474 -1.94880
O -2.58668 0.82646 -1.12656
H -0.09433 0.08731 2.30017
H -0.87340 1.48078 2.98460
H 0.79997 1.61674 2.62727
H 0.12734 2.47641 0.72514
H -0.42668 -0.30319 0.25400
H 1.15727 0.57247 0.26240
H 0.17065 -0.10002 -2.09255
H 0.75233 1.56254 -1.82925
H -1.56889 2.35183 -1.95753
H -1.67887 0.79501 -2.92925
H -2.12401 0.60134 -0.32592
O 2.69473 -6.26085 0.48261
H 2.81803 -5.64523 1.22344
H 2.80985 -5.59499 -0.21058

Summary:
LUMO energy, eV: 0.54
Orbital gap, eV: 10.094
Largest force on an atom, eV Å⁻¹: 2.1
SMILES string: CNCCCO.O
HOMO energy, eV: -9.553

---

No. 4
ORCA calculation (ωB97M-V with the def2-TZVPD basis set) on C8H7F2NO3S as an isolated structure in a non-equilibrium geometry.

Element x y z (Å)
C 0.95582 1.92114 -0.16146
C 1.07676 1.15901 -1.25433
C -0.21621 0.13975 0.98653
C -1.40921 -1.34348 -2.01145
C -0.56286 -0.69088 -1.13900
C 0.36830 1.49451 1.16357
C 0.91973 -0.36472 -1.13958
C 1.26138 -0.85444 0.24856
N -1.06371 -0.02815 -0.03119
O -2.23624 0.37531 0.02820
O -0.49134 -2.13725 2.54720
O -2.47477 -0.66071 2.24972
F 1.41499 1.67258 -2.47030
F 2.32088 -0.19858 0.73469
S -1.09250 -0.78598 2.66786
H 1.28600 2.95941 -0.12906
H -2.44294 -1.54378 -1.64643
H -0.92540 -1.93196 -2.79749
H 1.10120 1.41833 2.02018
H -0.55939 2.12837 1.41384
H 1.39119 -0.95181 -1.96380
H 1.37832 -1.77666 0.68375

Summary:
LUMO energy (alpha / beta), eV: -2.23 / -1.75
Orbital gap (alpha / beta), eV: 6.656 / 7.321
Largest force on an atom, eV Å⁻¹: 6.1
HOMO energy (alpha / beta), eV: -8.888 / -9.073

---

No. 5
ORCA calculation (ωB97M-V with the def2-TZVPD basis set) on C8H12N2PTl as an isolated structure in a non-equilibrium geometry.

Element x y z (Å)
C -0.38642 0.23016 -2.37113
C -1.18409 1.20186 -1.69412
C -0.31567 2.10638 -1.01818
C 1.03028 1.70243 -1.29455
C 0.99308 0.55768 -2.11556
Tl -0.09135 -0.23157 0.19666
P -0.06579 -2.56744 0.39561
H -0.75479 -0.70622 -2.84440
H -2.27937 1.20862 -1.64483
H -0.62439 2.94225 -0.34023
H 1.86140 -0.04426 -2.43911
H 1.94224 2.20097 -0.89965
H 1.18567 -3.12517 -0.09954
H -1.26717 -3.10079 -0.25861
H -0.15231 -2.71912 1.81295
N -0.43988 -0.22796 3.17120
C 0.04967 0.07248 4.40173
C 1.19410 0.82753 4.14785
C 1.40966 0.94893 2.75846
N 0.29666 0.37949 2.22369
H -1.24610 -0.81708 2.90596
H -0.45783 -0.22882 5.28435
H 1.85293 1.29940 4.86259
H 2.12997 1.40486 2.09158

Summary:
LUMO energy, eV: 0.04
Orbital gap, eV: 5.072
Largest force on an atom, eV Å⁻¹: 4.5
HOMO energy, eV: -5.028

---

No. 6
ORCA calculation (ωB97M-V with the def2-TZVPD basis set) on C3H4O2 as an isolated structure in a non-equilibrium geometry.

Element x y z (Å)
C 0.27744 -0.02493 -0.11731
C 0.99773 -1.02645 -0.18598
C -1.19612 0.19534 0.30229
H -0.04681 1.83565 -0.60034
H 0.51599 -1.73337 0.03909
H 2.34570 -0.85750 -0.12888
H -1.50038 0.52655 1.40408
O 0.78605 1.24204 -0.22601
O -2.17959 -0.15734 -0.48693

Summary:
LUMO energy, eV: -0.11
Orbital gap, eV: 10.015
Largest force on an atom, eV Å⁻¹: 14.0
HOMO energy, eV: -10.124

---

No. 7
ORCA calculation (ωB97M-V with the def2-TZVPD basis set) on a 3-piece molecular cluster, C3H14N2O3 overall in a non-equilibrium geometry.

Element x y z (Å)
N -1.11981 1.00563 0.34055
C -1.19616 0.00994 1.39505
C -0.51055 0.50509 2.68416
O 0.59238 -0.31608 3.08924
C -0.79030 -1.35921 0.89395
N 0.63258 -1.45714 0.55716
H -0.22001 1.04255 -0.13185
H -1.38232 1.92999 0.64646
H -2.25884 -0.07786 1.64737
H -1.02776 0.67643 3.63214
H -0.05156 1.49062 2.50286
H 1.22801 -0.38173 2.36926
H -1.42608 -1.49154 0.02161
H -1.04338 -2.10879 1.64008
H 0.96362 -2.40343 0.43937
H 0.82730 -0.97853 -0.31721
H 1.44086 2.20826 -1.86963
H 0.59636 1.10623 -2.35021
O 1.26598 1.27342 -1.64479
H 1.11537 -0.80517 -5.76798
H 1.01796 0.11127 -4.43337
O 1.34637 0.02004 -5.34421

Summary:
LUMO energy (alpha / beta), eV: 3.49 / 3.37
Orbital gap (alpha / beta), eV: 2.991 / 9.036
Multiplicity: 2
Net charge: -1
Largest force on an atom, eV Å⁻¹: 2.6
HOMO energy (alpha / beta), eV: 0.495 / -5.666

---

No. 8
ORCA calculation (ωB97M-V with the def2-TZVPD basis set) on an isolated ion of composition C4H9N2 and charge +1 in a non-equilibrium geometry.

Element x y z (Å)
C -1.51466 -0.63765 0.43288
C -0.09090 -0.15402 0.55722
N 0.18518 1.06001 1.34354
N 0.34580 0.15684 -0.88299
C 1.44903 -0.59121 -1.51125
C 1.78049 0.65818 -1.19688
H -2.27347 0.01633 0.14989
H -1.92522 -1.01322 1.37691
H -1.47316 -1.50709 -0.24458
H 0.64539 -0.96159 0.74304
H -0.08202 0.68043 2.31888
H -0.44872 1.82903 1.06677
H -0.30290 0.57605 -1.56220
H 1.44101 -1.64623 -1.80771
H 2.26416 1.53415 -0.78353

Summary:
LUMO energy, eV: -4.23
Orbital gap, eV: 10.302
Net charge: +1
Largest force on an atom, eV Å⁻¹: 4.2
SMILES string: C[C@H](N)[NH+]1C=C1
HOMO energy, eV: -14.536

---

Result set for DFT total energy: -4804.9276, -307.5320, -365.3781, -1187.1932, -935.0955, -267.0119, -457.8737, -266.9406 Ha, one per record in the order listed.
Result set for relative energy (zero: lowest compared OMol25 entry of this formula, charge and spin): 4.141, 4.909, 1.753, 0.000, 3.590, 4.921, 0.699, 4.319 eV, one per record in the order listed.